{"formula": "C84H210N14", "method": "ωB97M-V/def2-TZVPD", "species": ["C", "C", "N", "C", "C", "C", "C", "H", "H", "H", "H", "H", "H", "H", "H", "H", "H", "H", "H", "H", "H", "H", "C", "C", "N", "C", "C", "C", "C", "H", "H", "H", "H", "H", "H", "H", "H", "H", "H", "H", "H", "H", "H", "H", "C", "C", "N", "C", "C", "C", "C", "H", "H", "H", "H", "H", "H", "H", "H", "H", "H", "H", "H", "H", "H", "H", "C", "C", "N", "C", "C", "C", "C", "H", "H", "H", "H", "H", "H", "H", "H", "H", "H", "H", "H", "H", "H", "H", "C", "C", "N", "C", "C", "C", "C", "H", "H", "H", "H", "H", "H", "H", "H", "H", "H", "H", "H", "H", "H", "H", "C", "C", "N", "C", "C", "C", "C", "H", "H", "H", "H", "H", "H", "H", "H", "H", "H", "H", "H", "H", "H", "H", "C", "C", "N", "C", "C", "C", "C", "H", "H", "H", "H", "H", "H", "H", "H", "H", "H", "H", "H", "H", "H", "H", "C", "C", "N", "C", "C", "C", "C", "H", "H", "H", "H", "H", "H", "H", "H", "H", "H", "H", "H", "H", "H", "H", "C", "C", "N", "C", "C", "C", "C", "H", "H", "H", "H", "H", "H", "H", "H", "H", "H", "H", "H", "H", "H", "H", "C", "C", "N", "C", "C", "C", "C", "H", "H", "H", "H", "H", "H", "H", "H", "H", "H", "H", "H", "H", "H", "H", "C", "C", "N", "C", "C", "C", "C", "H", "H", "H", "H", "H", "H", "H", "H", "H", "H", "H", "H", "H", "H", "H", "C", "C", "N", "C", "C", "C", "C", "H", "H", "H", "H", "H", "H", "H", "H", "H", "H", "H", "H", "H", "H", "H", "C", "C", "N", "C", "C", "C", "C", "H", "H", "H", "H", "H", "H", "H", "H", "H", "H", "H", "H", "H", "H", "H", "C", "C", "N", "C", "C", "C", "C", "H", "H", "H", "H", "H", "H", "H", "H", "H", "H", "H", "H", "H", "H", "H"], "coordinates": [[0.86996, -4.47867, -9.58139], [1.27820, -4.10688, -8.10572], [0.16678, -3.63637, -7.32124], [0.65295, -3.02909, -6.05985], [-0.47072, -2.14442, -5.44165], [-0.95529, -4.57946, -7.22200], [-0.65831, -5.76241, -6.33342], [0.46878, -3.66983, -10.19207], [0.23560, -5.36144, -9.66143], [1.79864, -4.74838, -10.08430], [1.86022, -4.92922, -7.68967], [1.99037, -3.28221, -8.13453], [1.03512, -3.77482, -5.36276], [1.39760, -2.26689, -6.28932], [-1.18020, -2.82027, -4.96419], [0.01978, -1.52223, -4.69306], [-0.96536, -1.59251, -6.24092], [-1.26329, -4.89865, -8.21767], [-1.80250, -4.01633, -6.83058], [-0.47855, -5.47460, -5.29758], [0.21635, -6.30955, -6.68517], [-1.53431, -6.40961, -6.37642], [-5.93048, 1.62521, -1.76751], [-4.40916, 1.51456, -1.62494], [-3.88594, 0.45641, -2.49417], [-4.16302, 0.62923, -3.94894], [-3.87961, 2.00606, -4.52246], [-4.32711, -0.86160, -2.03529], [-3.62905, -1.99742, -2.71069], [-6.19015, 1.80438, -2.81085], [-6.23162, 2.50627, -1.20081], [-6.58431, 0.84635, -1.37509], [-3.97644, 2.47796, -1.89458], [-4.08447, 1.31539, -0.60366], [-3.57725, -0.10097, -4.50732], [-5.17318, 0.30886, -4.20398], [-3.98124, 1.98337, -5.60748], [-4.65340, 2.66891, -4.13519], [-2.87415, 2.31721, -4.23903], [-5.40121, -0.92475, -2.20971], [-4.15374, -0.90104, -0.95989], [-3.81831, -2.14164, -3.77440], [-3.89193, -2.94632, -2.24317], [-2.57804, -1.75692, -2.55056], [3.96716, 4.73439, 3.45333], [3.80720, 3.98975, 4.79274], [4.94690, 3.15014, 5.27996], [5.18528, 1.94409, 4.48079], [3.98287, 0.99568, 4.58840], [6.24108, 3.91655, 5.32615], [6.15413, 5.06381, 6.33925], [3.06208, 5.28640, 3.19992], [4.23933, 3.98021, 2.71492], [4.74672, 5.49571, 3.48126], [3.52916, 4.65884, 5.60705], [2.94568, 3.32677, 4.71307], [5.40131, 2.19911, 3.44329], [6.09296, 1.49454, 4.88345], [3.81505, 0.70782, 5.62623], [3.06336, 1.41101, 4.17596], [4.19896, 0.10777, 3.99424], [6.54332, 4.29888, 4.35117], [6.97950, 3.23438, 5.74742], [6.04874, 4.69648, 7.36007], [5.27977, 5.70559, 6.23105], [7.04413, 5.69168, 6.29727], [-0.49207, 3.11392, -6.54056], [0.15950, 2.13874, -5.55998], [1.47315, 1.58601, -6.08444], [1.28480, 0.73296, -7.32000], [2.56358, 0.52885, -8.10538], [2.22278, 0.85985, -5.08047], [2.76394, 1.78226, -3.91085], [-1.03009, 2.57149, -7.31799], [0.22414, 3.75769, -7.05116], [-1.17975, 3.66244, -5.89688], [0.37511, 2.56390, -4.57975], [-0.47257, 1.30035, -5.26726], [0.66633, 1.31620, -8.00222], [0.75584, -0.19271, -7.09320], [3.11337, 1.45006, -8.29825], [2.43637, -0.04236, -9.02496], [3.26221, -0.14133, -7.60452], [1.66177, 0.02736, -4.65583], [3.14558, 0.42554, -5.46506], [2.00160, 1.96845, -3.15436], [3.50225, 1.27294, -3.29151], [3.16181, 2.74067, -4.24439], [2.22207, -4.48600, 2.79441], [1.36300, -5.03757, 1.67322], [1.36126, -6.51693, 1.60908], [2.67123, -7.15212, 1.43326], [3.03416, -6.94111, -0.03373], [0.58174, -7.20798, 2.63889], [-0.91207, -7.05307, 2.36200], [3.29419, -4.67959, 2.82870], [1.86710, -4.66490, 3.80935], [2.10905, -3.40191, 2.80303], [0.36007, -4.62273, 1.77392], [1.76324, -4.70052, 0.71702], [3.37932, -6.75214, 2.15901], [2.58107, -8.21503, 1.65731], [3.31869, -5.89931, -0.18136], [3.88973, -7.51226, -0.39412], [2.17747, -7.19344, -0.65864], [0.76632, -6.75674, 3.61379], [0.82102, -8.26787, 2.72528], [-1.12946, -7.54300, 1.41289], [-1.34921, -6.05916, 2.26628], [-1.48416, -7.60623, 3.10686], [3.14226, 8.59683, 3.85544], [1.60764, 8.15347, 3.82626], [1.13448, 8.06417, 2.48952], [0.82362, 9.41877, 1.99981], [0.41868, 9.46251, 0.50964], [-0.07344, 7.20647, 2.42411], [0.18532, 5.71957, 2.57973], [3.25416, 9.62603, 3.51438], [3.74077, 7.88744, 3.28391], [3.56499, 8.60402, 4.86010], [1.59519, 7.16396, 4.28321], [1.08833, 8.83529, 4.49971], [0.11134, 10.02036, 2.56446], [1.78072, 9.93811, 2.04829], [1.18591, 8.97565, -0.09236], [-0.57036, 9.05277, 0.30463], [0.39134, 10.49856, 0.17208], [-0.49125, 7.27854, 1.41995], [-0.83553, 7.54009, 3.12840], [0.72045, 5.33699, 3.44885], [0.68643, 5.30209, 1.70640], [-0.78258, 5.22605, 2.49199], [-3.39111, -5.99950, -1.83151], [-2.22773, -5.78879, -2.85988], [-0.90332, -6.15964, -2.31681], [-0.80815, -7.55211, -1.83267], [-1.18902, -8.54224, -2.86673], [-0.30818, -5.25988, -1.33740], [-0.02190, -3.86384, -1.95893], [-3.21300, -5.48214, -0.88880], [-3.42207, -7.04869, -1.53769], [-4.40562, -5.84083, -2.19716], [-2.32934, -6.33847, -3.79563], [-2.24883, -4.76588, -3.23578], [0.23625, -7.68993, -1.55280], [-1.46604, -7.69431, -0.97532], [-2.26607, -8.51905, -3.03266], [-0.70290, -8.31381, -3.81521], [-0.94972, -9.55487, -2.54203], [0.67334, -5.58763, -0.99493], [-0.92673, -5.15452, -0.44611], [0.48324, -3.25312, -1.21063], [-0.89950, -3.29008, -2.25677], [0.63855, -3.81637, -2.82475], [1.61075, 2.63546, 1.40642], [0.80393, 2.21357, 0.19898], [-0.02599, 1.04965, 0.41219], [0.75637, -0.14779, 0.80012], [-0.08621, -1.39822, 1.01809], [-1.00190, 0.81733, -0.67940], [-0.37803, 0.40221, -2.05486], [0.99397, 2.57154, 2.30286], [1.91266, 3.66881, 1.23568], [2.52787, 2.06641, 1.55866], [0.16750, 3.07610, 0.00128], [1.45632, 2.03640, -0.65606], [1.31163, -0.02513, 1.73003], [1.49552, -0.37541, 0.03204], [-0.57101, -1.70943, 0.09276], [-0.84950, -1.19276, 1.76860], [0.52102, -2.23031, 1.37446], [-1.77806, 0.12669, -0.34970], [-1.59725, 1.70937, -0.87417], [-1.17114, 0.00394, -2.68768], [0.13617, 1.19890, -2.59244], [0.40377, -0.33538, -1.87364], [-5.91562, -6.91937, 1.10053], [-5.94379, -6.16060, 2.37885], [-5.27434, -4.86198, 2.33752], [-5.51907, -4.07207, 3.56248], [-7.03894, -3.83204, 3.86618], [-3.87383, -4.96261, 1.92576], [-3.29881, -3.66933, 1.47442], [-6.60812, -7.76110, 1.10610], [-4.94422, -7.29207, 0.77562], [-6.18494, -6.25793, 0.27708], [-7.00629, -6.02729, 2.58237], [-5.58162, -6.70787, 3.24916], [-5.07016, -4.51389, 4.45207], [-4.96104, -3.14232, 3.45177], [-7.23905, -2.89196, 4.38028], [-7.62318, -3.80128, 2.94650], [-7.34738, -4.71130, 4.43173], [-3.68572, -5.66698, 1.11547], [-3.41236, -5.32269, 2.84527], [-3.93151, -3.19621, 0.72345], [-2.36825, -3.86239, 0.94068], [-3.08939, -2.93848, 2.25550], [4.03447, 3.95735, -1.18431], [4.41133, 5.12057, -2.14110], [3.43481, 6.19048, -2.15652], [2.32313, 5.88269, -3.08985], [2.75169, 5.97981, -4.56065], [2.91726, 6.66018, -0.86256], [3.98798, 7.14939, 0.03407], [3.98483, 4.34778, -0.16785], [4.76739, 3.16411, -1.33166], [3.04736, 3.55726, -1.41592], [5.31301, 5.60395, -1.76504], [4.64562, 4.68780, -3.11368], [1.90186, 4.91216, -2.82775], [1.46634, 6.54240, -2.95279], [3.51154, 5.27358, -4.89527], [1.94730, 5.73718, -5.25504], [3.19100, 6.94815, -4.80029], [2.40548, 5.81361, -0.40483], [2.23727, 7.49984, -1.00635], [4.62636, 6.38079, 0.46975], [3.41242, 7.43033, 0.91606], [4.56056, 8.03014, -0.25664], [0.75240, -0.54536, 4.58657], [-0.11269, -1.67907, 5.26528], [0.43869, -2.11574, 6.57833], [0.74912, -1.10957, 7.57647], [-0.48220, -0.26269, 7.97447], [1.42676, -3.17196, 6.36784], [1.96956, -3.85569, 7.58796], [1.68996, -0.95788, 4.21386], [1.07702, 0.33081, 5.14785], [0.25701, -0.08442, 3.73204], [-1.09895, -1.23918, 5.41318], [-0.29323, -2.53420, 4.61393], [1.13735, -1.64000, 8.44596], [1.60396, -0.48149, 7.32573], [-0.91737, 0.18156, 7.07928], [-1.22372, -0.81393, 8.55274], [-0.15854, 0.63278, 8.50500], [2.27475, -2.66770, 5.90445], [1.00958, -3.82182, 5.59859], [2.45315, -3.12551, 8.23686], [2.76178, -4.49714, 7.20190], [1.19080, -4.47489, 8.03319], [-3.13195, 8.18509, -1.10455], [-3.16870, 7.03405, -0.11179], [-2.75247, 5.71931, -0.66989], [-1.35711, 5.72738, -1.14271], [-1.05522, 4.55314, -2.03838], [-3.02942, 4.59945, 0.21591], [-4.53616, 4.45500, 0.53445], [-3.54798, 9.10580, -0.69552], [-3.67055, 8.02399, -2.03839], [-2.11392, 8.47070, -1.36938], [-2.45684, 7.25268, 0.68416], [-4.17511, 7.00241, 0.30564], [-0.64288, 5.76022, -0.31997], [-1.13766, 6.60073, -1.75688], [-1.79667, 4.59714, -2.83614], [-1.13079, 3.55106, -1.61622], [-0.06269, 4.65931, -2.47625], [-2.78956, 3.67202, -0.30412], [-2.42577, 4.70118, 1.11777], [-4.81687, 5.06495, 1.39309], [-5.18556, 4.78033, -0.27828], [-4.76897, 3.41804, 0.77654], [-2.52215, 1.69161, 2.75078], [-3.00281, 0.64199, 3.76066], [-4.47492, 0.36835, 3.66956], [-4.85394, -0.53509, 4.79259], [-4.89231, 0.18001, 6.15425], [-4.80470, -0.07833, 2.30606], [-6.30105, -0.37713, 2.06295], [-2.54560, 1.32219, 1.72556], [-1.49777, 1.92875, 3.03803], [-3.04954, 2.63373, 2.90034], [-2.44091, -0.26672, 3.54473], [-2.62073, 0.88525, 4.75209], [-5.85852, -0.93587, 4.65736], [-4.21392, -1.41657, 4.83095], [-3.95342, 0.41814, 6.65412], [-5.35325, 1.16037, 6.03373], [-5.54009, -0.37326, 6.83423], [-4.14510, -0.91640, 2.08094], [-4.60865, 0.68953, 1.55770], [-6.61245, -1.27641, 2.59439], [-6.48161, -0.50089, 0.99515], [-6.96396, 0.40965, 2.42299], [3.41031, -2.01911, -2.67136], [4.85509, -1.83420, -2.12830], [5.25193, -2.85056, -1.16377], [5.43354, -4.16975, -1.83776], [6.19040, -5.22009, -0.98844], [4.43399, -2.90717, 0.03440], [4.28183, -1.52946, 0.65436], [3.27509, -1.23452, -3.41583], [2.77553, -1.86260, -1.79921], [3.26571, -3.01766, -3.08378], [5.53597, -1.90694, -2.97636], [5.05171, -0.83693, -1.73474], [4.47547, -4.56241, -2.17838], [5.98788, -3.95971, -2.75246], [7.21613, -4.94766, -0.73990], [5.64959, -5.33214, -0.04872], [6.26777, -6.18757, -1.48452], [4.95245, -3.50482, 0.78414], [3.46948, -3.34759, -0.21825], [5.25061, -1.03177, 0.69767], [3.83782, -1.60568, 1.64691], [3.63919, -0.89711, 0.04177]], "lowdin_charge": [-0.08, -0.26, -0.19, -0.23, -0.08, -0.24, -0.08, 0.07, 0.06, 0.06, 0.10, 0.10, 0.10, 0.09, 0.05, 0.05, 0.08, 0.10, 0.10, 0.05, 0.07, 0.08, -0.07, -0.25, -0.17, -0.25, -0.07, -0.27, -0.09, 0.07, 0.06, 0.07, 0.10, 0.09, 0.10, 0.11, 0.08, 0.06, 0.06, 0.11, 0.11, 0.07, 0.07, 0.06, -0.07, -0.23, -0.17, -0.26, -0.09, -0.24, -0.09, 0.05, 0.06, 0.06, 0.10, 0.09, 0.10, 0.11, 0.08, 0.04, 0.06, 0.10, 0.11, 0.07, 0.05, 0.07, -0.08, -0.23, -0.16, -0.23, -0.10, -0.25, -0.06, 0.06, 0.08, 0.06, 0.08, 0.10, 0.10, 0.09, 0.08, 0.07, 0.05, 0.08, 0.10, 0.02, 0.06, 0.07, -0.08, -0.23, -0.19, -0.23, -0.07, -0.24, -0.08, 0.07, 0.05, 0.05, 0.10, 0.08, 0.10, 0.11, 0.04, 0.07, 0.05, 0.10, 0.11, 0.06, 0.04, 0.07, -0.06, -0.26, -0.17, -0.24, -0.07, -0.24, -0.08, 0.05, 0.05, 0.06, 0.10, 0.11, 0.12, 0.10, 0.05, 0.04, 0.08, 0.07, 0.12, 0.06, 0.04, 0.06, -0.06, -0.21, -0.17, -0.27, -0.10, -0.23, -0.06, 0.04, 0.05, 0.08, 0.09, 0.08, 0.10, 0.10, 0.07, 0.08, 0.08, 0.08, 0.09, 0.04, 0.04, 0.06, -0.09, -0.25, -0.15, -0.24, -0.07, -0.22, -0.05, 0.08, 0.04, 0.07, 0.10, 0.10, 0.09, 0.09, 0.05, 0.06, 0.06, 0.09, 0.07, 0.05, 0.04, 0.06, -0.10, -0.28, -0.18, -0.23, -0.08, -0.27, -0.09, 0.08, 0.06, 0.08, 0.10, 0.12, 0.11, 0.07, 0.05, 0.07, 0.06, 0.08, 0.11, 0.08, 0.05, 0.06, -0.07, -0.23, -0.18, -0.25, -0.08, -0.26, -0.09, 0.04, 0.08, 0.04, 0.11, 0.10, 0.08, 0.10, 0.05, 0.06, 0.07, 0.10, 0.10, 0.07, 0.05, 0.09, -0.07, -0.19, -0.19, -0.26, -0.07, -0.28, -0.08, 0.05, 0.06, 0.04, 0.08, 0.10, 0.09, 0.10, 0.05, 0.08, 0.07, 0.11, 0.09, 0.07, 0.07, 0.08, -0.09, -0.23, -0.17, -0.24, -0.08, -0.24, -0.08, 0.07, 0.08, 0.05, 0.09, 0.11, 0.10, 0.11, 0.08, 0.03, 0.05, 0.08, 0.10, 0.07, 0.08, 0.05, -0.08, -0.24, -0.15, -0.24, -0.08, -0.24, -0.06, 0.05, 0.06, 0.07, 0.08, 0.10, 0.09, 0.10, 0.05, 0.07, 0.07, 0.09, 0.08, 0.04, 0.06, 0.08, -0.05, -0.25, -0.19, -0.23, -0.08, -0.27, -0.08, 0.05, 0.05, 0.07, 0.11, 0.10, 0.09, 0.11, 0.07, 0.04, 0.07, 0.11, 0.10, 0.09, 0.06, 0.04], "gap_ev": 8.65, "relative_energy_kj_mol": 273.7, "multiplicity": 1, "energy_ev": -111370.03914}